Entry 1:
{
  "formula": "C4H8O2S",
  "method": "ωB97M-V with the def2-TZVPD basis set",
  "fmax_ev_per_a": 4.28,
  "energy_ev": -19202.7862,
  "lumo_ev": 0.573,
  "smiles": "C=[S@@]1(=O)CCCO1",
  "charge": 0,
  "e_homo_ev": -8.377,
  "homo_lumo_gap_ev": 8.95,
  "species": ["C", "S", "O", "C", "C", "C", "O", "H", "H", "H", "H", "H", "H", "H", "H"],
  "positions_angstrom": [[2.80, -0.64, -0.50], [0.94, -0.37, 0.39], [1.00, -0.55, 1.88], [-0.14, 1.04, 0.06], [-1.57, 0.46, 0.09], [-1.41, -0.95, -0.39], [-0.12, -1.41, -0.33], [3.45, -0.57, 0.38], [2.82, 0.46, -0.86], [0.15, 1.38, -0.86], [0.17, 1.90, 0.75], [-2.23, 1.18, -0.37], [-1.93, 0.63, 1.17], [-2.15, -1.59, 0.04], [-1.76, -0.97, -1.47]]
}

=====

Entry 2:
{
  "formula": "C3H4OS",
  "method": "ωB97M-V with the def2-TZVPD basis set",
  "fmax_ev_per_a": 3.72,
  "energy_ev": -16054.8935,
  "lumo_ev": 0.637,
  "smiles": "C#CS.C=O",
  "charge": 0,
  "e_homo_ev": -9.140,
  "homo_lumo_gap_ev": 9.78,
  "species": ["C", "C", "S", "H", "H", "C", "O", "H", "H"],
  "positions_angstrom": [[0.45, -0.42, -1.85], [1.06, 0.21, -1.04], [2.16, 0.84, 0.13], [0.01, -0.64, -2.80], [1.86, 2.16, -0.10], [-1.30, -0.46, 1.46], [-1.77, 0.27, 0.62], [-0.43, -1.07, 1.38], [-2.04, -0.90, 2.20]]
}

=====

Entry 3:
{
  "formula": "C6H9NS",
  "method": "ωB97M-V with the def2-TZVPD basis set",
  "fmax_ev_per_a": 2.31,
  "energy_ev": -18690.9671,
  "lumo_ev": 0.895,
  "charge": 0,
  "e_homo_ev": -8.144,
  "homo_lumo_gap_ev": 9.04,
  "species": ["C", "C", "C", "C", "C", "C", "H", "H", "H", "H", "H", "H", "H", "H", "H", "N", "S"],
  "positions_angstrom": [[-0.87, 0.66, -1.25], [-0.23, 0.07, -0.04], [-0.39, 0.52, 1.44], [0.28, -0.84, 1.88], [1.63, -0.59, 1.19], [1.36, -0.03, -0.01], [-1.47, 0.19, -3.13], [-0.04, -0.42, -2.81], [-1.90, 0.91, -1.01], [-0.33, 1.60, -1.44], [0.15, 1.40, 1.76], [-1.42, 0.60, 1.78], [0.30, -1.32, 2.84], [2.60, -0.93, 1.59], [2.00, 0.12, -0.86], [-0.94, -0.27, -2.40], [-0.74, -1.66, 0.47]]
}

=====

Entry 4:
{
  "formula": "C2H6ClN2O",
  "method": "ωB97M-V with the def2-TZVPD basis set",
  "fmax_ev_per_a": 5.87,
  "energy_ev": -19712.4259,
  "lumo_ev": -4.305,
  "smiles": "[NH2+]=C(CCl)NO",
  "charge": 1,
  "e_homo_ev": -14.974,
  "homo_lumo_gap_ev": 10.67,
  "species": ["N", "C", "C", "Cl", "N", "O", "H", "H", "H", "H", "H", "H"],
  "positions_angstrom": [[-1.03, 1.09, 0.07], [-0.03, 0.27, -0.14], [1.06, 0.47, -1.06], [1.90, -0.93, -1.57], [0.01, -0.99, 0.63], [-1.16, -1.26, 1.35], [-1.36, 1.90, -0.42], [-1.55, 0.89, 0.93], [1.72, 1.26, -0.48], [0.71, 0.78, -2.03], [0.59, -1.79, 0.55], [-0.85, -1.69, 2.17]]
}

=====

Entry 5:
{
  "formula": "C39H104O13",
  "method": "ωB97M-V with the def2-TZVPD basis set",
  "fmax_ev_per_a": 3.77,
  "energy_ev": -68745.1509,
  "lumo_ev": 0.240,
  "charge": 0,
  "e_homo_ev": -9.510,
  "homo_lumo_gap_ev": 9.75,
  "species": ["C", "C", "C", "O", "H", "H", "H", "H", "H", "H", "H", "H", "C", "C", "C", "O", "H", "H", "H", "H", "H", "H", "H", "H", "C", "C", "C", "O", "H", "H", "H", "H", "H", "H", "H", "H", "C", "C", "C", "O", "H", "H", "H", "H", "H", "H", "H", "H", "C", "C", "C", "O", "H", "H", "H", "H", "H", "H", "H", "H", "C", "C", "C", "O", "H", "H", "H", "H", "H", "H", "H", "H", "C", "C", "C", "O", "H", "H", "H", "H", "H", "H", "H", "H", "C", "C", "C", "O", "H", "H", "H", "H", "H", "H", "H", "H", "C", "C", "C", "O", "H", "H", "H", "H", "H", "H", "H", "H", "C", "C", "C", "O", "H", "H", "H", "H", "H", "H", "H", "H", "C", "C", "C", "O", "H", "H", "H", "H", "H", "H", "H", "H", "C", "C", "C", "O", "H", "H", "H", "H", "H", "H", "H", "H", "C", "C", "C", "O", "H", "H", "H", "H", "H", "H", "H", "H"],
  "positions_angstrom": [[2.09, -2.62, 2.53], [2.63, -3.98, 2.86], [1.92, -4.63, 4.10], [2.53, -4.83, 1.74], [2.56, -2.10, 1.69], [2.32, -1.92, 3.33], [1.01, -2.68, 2.39], [3.70, -3.91, 3.07], [0.84, -4.53, 4.00], [2.19, -4.24, 5.08], [2.15, -5.70, 4.19], [2.73, -4.37, 0.93], [-0.78, 6.43, -0.35], [-1.13, 5.55, 0.80], [-0.02, 4.56, 1.13], [-1.25, 6.44, 1.87], [-1.49, 7.20, -0.64], [-0.61, 5.83, -1.25], [0.10, 6.99, -0.04], [-2.09, 5.11, 0.55], [-0.27, 3.81, 1.89], [0.92, 5.04, 1.38], [0.19, 3.94, 0.26], [-1.40, 5.90, 2.65], [3.34, 7.46, -1.62], [3.47, 6.22, -2.52], [2.65, 5.06, -2.03], [3.00, 6.67, -3.77], [3.83, 7.20, -0.68], [2.32, 7.71, -1.31], [3.77, 8.32, -2.11], [4.49, 5.86, -2.68], [2.68, 4.20, -2.71], [1.63, 5.40, -1.85], [3.03, 4.67, -1.08], [2.06, 6.47, -3.83], [0.20, -4.51, -2.52], [1.09, -5.68, -2.13], [0.69, -7.10, -2.62], [2.35, -5.37, -2.74], [-0.19, -4.61, -3.53], [0.77, -3.59, -2.36], [-0.70, -4.41, -1.90], [1.16, -5.64, -1.04], [0.67, -7.24, -3.70], [-0.30, -7.28, -2.20], [1.41, -7.74, -2.12], [2.29, -5.44, -3.70], [-1.81, -0.01, 3.11], [-2.96, 0.50, 2.20], [-4.37, 0.13, 2.68], [-2.80, 1.92, 2.05], [-0.86, 0.41, 2.76], [-1.74, -1.10, 3.14], [-1.94, 0.32, 4.14], [-2.87, 0.06, 1.21], [-4.46, 0.63, 3.65], [-4.50, -0.95, 2.73], [-5.12, 0.50, 1.98], [-2.24, 1.95, 1.27], [5.27, -3.12, -0.29], [4.05, -2.54, -0.92], [4.17, -2.42, -2.47], [3.12, -3.52, -0.72], [5.53, -4.14, -0.56], [5.08, -3.07, 0.79], [6.17, -2.55, -0.51], [3.71, -1.61, -0.48], [4.82, -1.59, -2.74], [3.21, -2.13, -2.90], [4.34, -3.37, -2.96], [3.04, -4.06, -1.51], [-4.39, 2.08, -1.19], [-4.17, 2.69, -2.60], [-2.98, 3.61, -2.54], [-4.05, 1.69, -3.56], [-5.42, 1.73, -1.12], [-4.26, 2.80, -0.38], [-3.74, 1.21, -1.09], [-5.03, 3.26, -2.96], [-3.02, 4.33, -1.73], [-2.79, 4.15, -3.47], [-2.06, 3.04, -2.40], [-4.27, 2.02, -4.43], [-2.38, -5.58, 3.91], [-2.37, -4.12, 3.48], [-2.25, -4.06, 1.98], [-3.65, -3.62, 3.83], [-1.38, -6.00, 3.77], [-3.08, -6.19, 3.34], [-2.62, -5.63, 4.98], [-1.61, -3.51, 3.96], [-1.31, -4.56, 1.72], [-2.26, -3.05, 1.56], [-3.05, -4.58, 1.46], [-4.25, -4.35, 3.68], [5.04, 2.86, 1.38], [4.62, 1.62, 0.59], [4.56, 1.82, -0.96], [5.59, 0.70, 0.98], [4.28, 3.63, 1.53], [5.95, 3.30, 0.96], [5.31, 2.61, 2.41], [3.71, 1.20, 1.02], [3.66, 2.40, -1.16], [4.45, 0.80, -1.33], [5.38, 2.31, -1.48], [6.44, 0.97, 0.62], [2.16, 1.68, 3.79], [0.99, 2.32, 4.58], [1.14, 1.92, 6.09], [1.16, 3.71, 4.53], [2.25, 1.96, 2.74], [2.02, 0.60, 3.69], [3.12, 1.84, 4.28], [0.02, 1.99, 4.22], [0.38, 2.38, 6.72], [2.09, 2.26, 6.50], [1.06, 0.85, 6.28], [0.30, 4.14, 4.50], [-4.01, -2.30, -0.66], [-5.52, -1.98, -1.03], [-5.61, -1.37, -2.41], [-6.15, -3.22, -1.04], [-3.52, -1.34, -0.50], [-3.50, -2.87, -1.43], [-3.94, -2.90, 0.24], [-6.05, -1.41, -0.27], [-6.63, -1.26, -2.77], [-5.07, -1.95, -3.16], [-5.17, -0.38, -2.33], [-7.11, -3.15, -1.05], [-2.52, -1.55, -4.50], [-1.54, -0.63, -3.85], [-0.96, 0.42, -4.78], [-2.08, 0.02, -2.75], [-2.80, -2.31, -3.77], [-2.07, -2.01, -5.38], [-3.41, -1.09, -4.94], [-0.78, -1.30, -3.45], [-0.68, 0.02, -5.76], [0.01, 0.72, -4.40], [-1.64, 1.22, -5.06], [-2.81, 0.57, -3.05], [-0.01, -0.83, -0.15], [0.13, 0.73, -0.12], [1.09, 1.20, -1.23], [-1.13, 1.30, -0.43], [-0.19, -1.21, -1.16], [-0.92, -1.06, 0.40], [0.87, -1.32, 0.29], [0.47, 1.04, 0.86], [2.01, 0.61, -1.30], [1.32, 2.26, -1.29], [0.64, 0.94, -2.19], [-1.36, 1.03, -1.32]]
}

=====

Entry 6:
{
  "formula": "C9H14CrN2PS",
  "method": "ωB97M-V with the def2-TZVPD basis set",
  "multiplicity": 4,
  "fmax_ev_per_a": 1.84,
  "energy_ev": -61078.9885,
  "lumo_ev": [-0.471, -0.705],
  "charge": 0,
  "e_homo_ev": [-4.856, -4.863],
  "homo_lumo_gap_ev": [4.38, 4.16],
  "species": ["C", "C", "C", "C", "C", "Cr", "P", "H", "H", "H", "H", "H", "H", "H", "H", "C", "N", "C", "C", "N", "C", "S", "H", "H", "H", "H", "H", "H"],
  "positions_angstrom": [[-0.92, -0.19, -3.94], [-1.72, 0.82, -3.33], [-0.84, 1.91, -2.99], [0.45, 1.64, -3.52], [0.45, 0.30, -4.02], [0.77, -1.37, 0.45], [-0.29, -3.07, -0.83], [-1.28, -1.16, -4.27], [-2.80, 0.78, -3.13], [-1.12, 2.80, -2.43], [1.31, -0.27, -4.35], [1.32, 2.30, -3.49], [0.35, -3.98, -1.73], [-1.19, -2.36, -1.71], [-1.14, -3.97, -0.14], [0.19, -1.30, 2.55], [0.25, 0.10, 2.99], [0.54, 0.50, 4.27], [0.84, 1.82, 4.23], [0.74, 2.21, 2.90], [0.43, 1.13, 2.13], [0.58, 0.91, 0.46], [-0.55, -1.37, 1.69], [1.22, -1.66, 2.26], [-0.15, -1.97, 3.33], [0.49, -0.19, 5.09], [1.12, 2.50, 5.01], [0.95, 3.12, 2.50]]
}

=====

Entry 7:
{
  "formula": "C19H27CaCl2N6O9",
  "method": "ωB97M-V with the def2-TZVPD basis set",
  "fmax_ev_per_a": 1.03,
  "energy_ev": -90995.7045,
  "lumo_ev": 2.190,
  "charge": -1,
  "e_homo_ev": -5.444,
  "homo_lumo_gap_ev": 7.63,
  "species": ["Ca", "C", "C", "N", "C", "C", "N", "C", "C", "C", "N", "C", "C", "N", "C", "H", "H", "H", "H", "H", "H", "H", "H", "H", "H", "H", "H", "H", "H", "H", "H", "H", "H", "H", "H", "H", "H", "H", "H", "O", "C", "O", "C", "C", "C", "C", "C", "C", "O", "N", "O", "O", "N", "O", "O", "H", "H", "Cl", "C", "Cl", "C", "O", "O", "H"],
  "positions_angstrom": [[0.18, -0.29, -0.25], [-1.79, -2.63, 2.12], [-2.17, -2.75, 0.64], [-2.06, -1.50, -0.11], [-3.19, -0.57, 0.07], [-2.82, 0.88, -0.23], [-1.58, 1.21, 0.49], [-1.31, 2.64, 0.69], [-1.89, 3.16, 2.00], [-1.28, 2.48, 3.24], [-1.75, 1.10, 3.40], [-0.91, 0.21, 4.19], [0.37, -0.24, 3.49], [0.16, -1.01, 2.26], [-0.31, -2.40, 2.43], [-2.09, -3.57, 2.60], [-2.39, -1.84, 2.60], [-3.19, -3.16, 0.57], [-1.51, -3.46, 0.15], [-1.96, -1.74, -1.10], [-3.49, -0.63, 1.12], [-4.06, -0.88, -0.53], [-3.65, 1.52, 0.08], [-2.66, 1.03, -1.30], [-1.65, 0.80, 1.43], [-1.65, 3.19, -0.18], [-0.22, 2.77, 0.74], [-2.98, 3.04, 2.03], [-1.69, 4.23, 2.07], [-1.50, 3.08, 4.14], [-0.19, 2.47, 3.13], [-2.69, 1.10, 3.78], [-1.52, -0.67, 4.43], [-0.60, 0.66, 5.14], [0.96, -0.81, 4.22], [0.97, 0.63, 3.21], [1.08, -1.03, 1.81], [-0.10, -2.72, 3.46], [0.28, -3.04, 1.77], [-0.57, -3.04, -2.53], [0.40, -2.36, -2.18], [0.85, -2.25, -0.99], [1.10, -1.48, -3.22], [1.91, -2.05, -4.17], [2.54, -1.23, -5.10], [2.37, 0.13, -5.11], [1.54, 0.70, -4.15], [0.86, -0.06, -3.18], [0.04, 0.42, -2.31], [1.42, 2.19, -4.23], [1.83, 2.73, -5.25], [0.95, 2.78, -3.29], [3.43, -1.82, -6.12], [3.94, -1.09, -6.95], [3.58, -3.03, -6.10], [2.06, -3.12, -4.20], [2.86, 0.75, -5.84], [4.41, 2.57, -0.82], [4.24, 1.51, 0.61], [5.22, 2.13, 1.97], [2.76, 1.34, 0.95], [2.22, 2.06, 1.79], [2.22, 0.42, 0.26], [4.66, 0.55, 0.32]]
}

=====

Entry 8:
{
  "formula": "C22H27NO6",
  "method": "ωB97M-V with the def2-TZVPD basis set",
  "fmax_ev_per_a": 1.27,
  "energy_ev": -37026.8150,
  "lumo_ev": 0.658,
  "smiles": "CCN(CC)C(=O)C[C@H](c1ccc2c(c1)OCO2)c1c(O)cc(OC)cc1OC",
  "charge": 0,
  "e_homo_ev": -7.671,
  "homo_lumo_gap_ev": 8.33,
  "species": ["C", "C", "N", "C", "C", "C", "O", "C", "C", "C", "C", "C", "C", "C", "C", "O", "C", "O", "C", "C", "O", "C", "C", "O", "C", "C", "C", "O", "C", "H", "H", "H", "H", "H", "H", "H", "H", "H", "H", "H", "H", "H", "H", "H", "H", "H", "H", "H", "H", "H", "H", "H", "H", "H", "H", "H"],
  "positions_angstrom": [[-0.82, -4.75, -0.16], [-1.12, -3.35, -0.69], [-1.88, -2.56, 0.25], [-3.33, -2.67, 0.16], [-3.90, -1.62, -0.79], [-1.37, -1.77, 1.21], [-2.11, -1.22, 2.03], [0.12, -1.54, 1.26], [0.53, -0.45, 0.24], [1.99, -0.08, 0.47], [2.37, 0.62, 1.60], [3.69, 0.97, 1.84], [4.62, 0.59, 0.90], [4.25, -0.11, -0.25], [2.94, -0.46, -0.48], [5.36, -0.36, -1.01], [6.44, 0.22, -0.32], [5.98, 0.81, 0.88], [-0.30, 0.82, 0.21], [-0.83, 1.48, 1.31], [-0.74, 1.00, 2.59], [-1.46, 2.72, 1.17], [-1.59, 3.30, -0.07], [-2.18, 4.50, -0.32], [-2.69, 5.23, 0.78], [-1.09, 2.64, -1.19], [-0.45, 1.43, -1.05], [0.07, 0.74, -2.12], [-0.01, 1.31, -3.40], [-0.24, -4.70, 0.76], [-0.26, -5.32, -0.90], [-1.75, -5.28, 0.06], [-0.18, -2.84, -0.93], [-1.70, -3.42, -1.62], [-3.74, -2.52, 1.16], [-3.59, -3.68, -0.18], [-3.48, -1.73, -1.79], [-4.98, -1.71, -0.85], [-3.65, -0.63, -0.42], [0.38, -1.21, 2.27], [0.68, -2.44, 1.05], [0.46, -0.88, -0.76], [1.62, 0.92, 2.32], [3.99, 1.52, 2.72], [2.66, -1.00, -1.38], [7.18, -0.56, -0.08], [6.92, 0.99, -0.95], [-1.21, 0.14, 2.62], [-1.84, 3.18, 2.07], [-3.49, 4.67, 1.29], [-1.91, 5.48, 1.50], [-3.11, 6.14, 0.36], [-1.22, 3.12, -2.15], [0.51, 2.28, -3.44], [0.49, 0.61, -4.06], [-1.05, 1.44, -3.72]]
}

=====

Entry 9:
{
  "formula": "C2H10N2",
  "method": "ωB97M-V with the def2-TZVPD basis set",
  "fmax_ev_per_a": 1.98,
  "energy_ev": -5215.7308,
  "lumo_ev": 1.050,
  "smiles": "CN.CN",
  "charge": 0,
  "e_homo_ev": -9.097,
  "homo_lumo_gap_ev": 10.15,
  "species": ["C", "N", "H", "H", "H", "H", "H", "C", "N", "H", "H", "H", "H", "H"],
  "positions_angstrom": [[-1.34, 1.74, -1.08], [-2.20, 0.67, -0.56], [-1.99, 2.39, -1.69], [-0.57, 1.30, -1.74], [-0.83, 2.35, -0.32], [-1.64, 0.05, 0.03], [-2.91, 1.08, 0.05], [1.49, -1.12, 0.24], [1.63, -1.88, 1.45], [1.57, -1.82, -0.61], [2.27, -0.35, 0.15], [0.50, -0.63, 0.21], [1.54, -1.31, 2.30], [2.47, -2.45, 1.57]]
}

=====

What did the second record say?
{
  "formula": "C3H4OS",
  "method": "ωB97M-V with the def2-TZVPD basis set",
  "fmax_ev_per_a": 3.72,
  "energy_ev": -16054.8935,
  "lumo_ev": 0.637,
  "smiles": "C#CS.C=O",
  "charge": 0,
  "e_homo_ev": -9.140,
  "homo_lumo_gap_ev": 9.78,
  "species": ["C", "C", "S", "H", "H", "C", "O", "H", "H"],
  "positions_angstrom": [[0.45, -0.42, -1.85], [1.06, 0.21, -1.04], [2.16, 0.84, 0.13], [0.01, -0.64, -2.80], [1.86, 2.16, -0.10], [-1.30, -0.46, 1.46], [-1.77, 0.27, 0.62], [-0.43, -1.07, 1.38], [-2.04, -0.90, 2.20]]
}